[1]
Formula: C35H100N8O12
Source: the OMol25 dataset
Level of theory: the ωB97M-V functional and the def2-TZVPD basis

XYZ file:
```
155
Properties=species:S:1:pos:R:3:forces:R:3:mulliken_charge:R:1
O 3.0651 1.3257 4.0394 -1.318 2.090 -0.669 -0.4823
O -3.5792 4.0118 -2.8316 -0.950 0.450 -0.737 -0.3572
O 5.4480 -1.8370 2.0075 -0.637 -1.256 1.297 -0.1876
O -5.5737 4.1240 1.4450 -2.484 -0.702 0.371 -0.5840
O 0.6183 -4.2147 -3.3009 -0.306 -1.536 -0.269 -0.6326
O -1.4707 -2.4368 -3.1246 -0.564 0.643 -1.173 -0.5681
O 0.8404 0.3692 0.0735 -0.499 0.740 0.151 0.6794
O 7.6898 1.8391 -1.0479 -0.318 -1.225 -0.394 -0.4006
O -2.5367 -2.9551 0.6301 -0.202 1.304 0.690 -0.5087
O -7.2291 0.3395 -1.6936 -0.842 -0.261 -0.278 -0.7530
O 2.7270 3.1516 -3.5907 0.348 1.009 0.492 -0.4622
O -2.5079 -4.4022 5.9875 0.482 -0.308 -0.629 -0.3589
N 2.9176 -4.6862 1.3872 1.196 0.593 1.160 -0.6853
N 6.4954 -1.6099 -0.5226 0.338 -1.093 0.750 -0.4633
N -5.7000 6.6161 -4.3951 -0.084 -0.252 -0.478 -0.7603
N -1.2458 -2.2623 3.3020 0.586 0.088 -0.235 -0.0350
N -5.4279 -0.7104 -2.5807 0.806 -1.479 -2.351 -0.1941
N 0.2207 0.7583 3.1898 -0.300 -0.048 -0.930 -0.2015
N -2.6168 -0.6692 -1.1557 0.679 0.782 -0.416 2.0434
N -5.3262 0.0652 -0.5851 1.558 0.676 3.853 -0.0487
C 2.7561 2.4526 -4.8263 0.140 -0.036 1.407 -0.3801
C 3.7086 0.8739 2.8870 0.406 -1.142 -0.490 0.1802
C -1.1560 -1.8988 -4.4699 -1.377 0.065 2.043 -0.2011
C -1.9752 -2.5382 4.5215 -0.568 -0.106 0.207 0.3345
C 7.1260 0.7697 -0.2823 0.034 0.353 -0.894 -0.2875
C 2.1178 -2.7573 -2.3666 0.269 1.494 1.609 0.7940
C -4.8046 4.7662 -2.9778 1.592 1.015 -0.612 -0.4413
C -3.7386 7.2286 -3.1034 0.344 -1.217 0.317 -1.5040
C -2.3143 -5.8007 6.1639 -0.246 0.513 0.431 -0.7139
C -3.3612 -1.9632 4.2903 -0.924 0.441 0.373 -1.2215
C -4.4774 6.0509 -3.8461 1.024 0.656 1.376 0.4496
C 4.8550 -3.1949 2.1653 -0.632 1.353 0.107 -1.1831
C 5.0909 -0.1120 -1.6927 1.280 0.861 -0.060 -0.5462
C -0.2440 -0.5296 -0.2448 -0.190 1.131 0.444 0.4099
C -6.0912 -0.0999 -1.6166 -2.628 1.393 -0.892 0.3616
C 1.3100 -3.9905 -2.0765 0.081 1.150 -1.197 -0.0826
C 6.5671 -0.3421 -1.2257 -0.419 -0.349 1.052 0.1255
C 2.4719 -2.3009 1.3446 1.618 -0.133 0.556 -0.7352
C 3.5744 -3.3879 1.2312 0.012 0.982 -1.295 0.3767
C 0.6129 1.8656 4.0235 0.195 -0.501 1.609 0.5233
C -3.4626 4.6141 2.3101 -0.437 0.858 -0.263 -1.5501
C -3.4293 -4.2360 -1.1124 -0.740 -0.470 -0.043 -0.8648
C 1.4732 1.7002 -4.9039 -0.633 -0.396 -1.306 -0.4930
C 1.5445 1.0206 -0.9774 0.057 -1.185 -0.676 -0.6860
C -2.1552 -0.7479 -4.7408 1.244 -0.530 -0.259 -0.9616
C 6.4794 -1.4979 2.9827 -0.082 -0.890 -1.610 -0.9767
C -2.1042 1.0032 0.6394 -0.050 -0.325 -0.213 -1.0511
C -1.5796 0.2307 -0.6416 0.606 -0.049 2.619 0.7080
C 2.0399 2.3067 3.6936 -0.303 0.935 1.831 -0.9381
C 0.3924 1.4283 5.5236 0.818 0.217 -0.695 -1.5247
C -3.7600 -3.5128 0.1755 0.606 -1.537 -0.617 -0.6954
C -3.6853 2.7201 -2.2812 -0.059 0.121 0.659 -0.3207
C -1.9460 -4.0344 4.7025 -0.770 -0.364 1.459 -0.6904
C -4.2621 4.0891 1.0980 2.446 1.258 0.702 1.2020
C 8.2170 2.8766 -0.2930 -0.085 0.772 -0.293 -0.7538
H -5.3508 7.3635 -4.9778 -0.263 0.750 0.067 0.2943
H 2.4244 -2.3698 -1.3951 0.930 0.003 0.031 -0.7405
H -1.3615 1.0094 -1.3724 0.089 -0.274 -0.262 0.3716
H 3.8964 -3.3756 0.1899 0.557 0.235 -0.004 0.2518
H 2.8897 3.1622 -5.6428 0.049 -0.243 -0.210 0.4080
H 0.5244 -3.7937 -1.3470 0.282 -0.106 0.298 -0.1390
H 1.4777 -2.5962 1.0093 0.292 -0.318 -0.212 0.0518
H 1.7417 0.2013 -1.6688 0.708 0.186 -0.481 -0.1637
H -1.2026 -1.2562 3.2241 0.512 0.474 -0.043 -0.0501
H -3.2862 7.9757 -3.7555 -0.698 0.136 -0.491 0.4416
H 1.1062 1.8129 -1.5843 -0.986 0.105 0.402 0.2788
H -1.3646 -2.6386 -5.2427 0.645 -0.244 0.095 0.4159
H -4.3099 2.6690 -1.3893 -0.032 0.414 0.356 0.1808
H 6.2862 -1.4946 0.4588 -0.972 0.294 -0.058 0.0979
H -2.6488 -6.0855 7.1614 -0.096 0.169 -0.020 0.2630
H 1.2888 -4.5535 -3.8986 -0.241 -0.057 -0.408 0.3280
H -3.5051 3.9916 3.2038 0.503 -0.540 -0.371 0.3399
H -4.2015 -4.9740 -1.3300 -0.150 0.072 -0.254 0.4709
H 7.3990 3.3515 0.2488 0.170 0.217 0.512 0.2975
H -3.8823 3.1142 0.7922 -0.133 -0.140 -0.045 -0.3965
H 7.3424 -2.1481 -0.4088 0.685 0.204 -0.894 0.3316
H 2.3996 -2.0679 2.4070 -0.232 0.507 0.031 0.7826
H -2.5213 -4.8164 -0.9490 0.222 0.044 -0.279 0.3333
H -0.9949 -3.2546 -2.9620 0.318 -0.162 -0.490 0.1643
H -4.1366 1.9416 -2.8963 0.239 0.107 -0.745 0.4417
H -2.2185 -0.0285 -3.9244 -0.063 -0.064 -0.011 -0.0078
H 0.0264 -1.3337 -0.9293 0.246 0.297 -0.710 -0.3075
H 3.6170 1.7934 -4.7150 0.048 -0.151 -0.635 0.1774
H -2.2080 -1.0415 -2.0008 -0.201 -0.502 -0.252 -1.2869
H -2.4828 4.9908 2.0164 0.368 -0.755 0.151 0.3623
H 0.3701 1.1308 2.2629 -0.516 -0.198 -0.802 -0.1923
H -2.8333 6.8936 -2.5970 -0.134 -0.542 0.297 0.3272
H 0.4716 2.2170 6.2718 0.057 0.302 -0.267 0.4084
H 6.1572 -1.3756 4.0168 -0.302 -0.174 -0.100 0.3340
H -1.6075 1.9562 0.8215 -0.185 0.312 -0.642 0.5597
H 2.8511 -1.4614 0.7619 -0.440 0.375 0.348 -0.6252
H 4.2531 1.5791 2.2591 0.049 0.826 0.392 0.3483
H -2.6640 2.4814 -1.9843 -0.163 -0.337 -0.115 -0.0148
H -1.9313 -2.4904 2.5961 0.218 -0.188 -0.663 -0.0755
H -6.0523 3.9919 0.6234 -0.571 -0.082 0.146 0.3627
H -4.3729 7.6976 -2.3512 -0.133 0.058 -0.173 0.3523
H -1.9822 0.5753 1.6345 0.383 -1.026 -0.260 -0.4199
H -3.7779 -2.3729 3.3701 -0.100 -0.264 -0.048 0.1934
H -5.5996 4.2502 -3.5162 0.034 -0.481 0.109 0.2854
H 0.6112 2.3449 -4.7324 0.094 0.198 0.021 0.2245
H -0.5629 0.9285 5.6840 -0.020 0.061 -0.370 0.3126
H -0.9302 -4.4280 4.6677 0.204 0.182 -0.228 0.4465
H 2.4662 1.4735 -0.6124 0.025 -0.431 0.347 0.3104
H -5.1276 5.0348 -1.9720 -0.378 0.179 0.006 0.0714
H 1.9634 -4.8110 -1.7797 -0.318 -0.209 0.136 0.4072
H 2.6676 -4.5469 2.3558 -1.002 -0.922 0.617 0.3712
H 2.0878 2.8062 2.7260 0.308 -1.156 -0.853 0.3475
H -4.1644 4.8004 0.2779 0.791 -0.018 -0.345 -0.0502
H 0.9705 0.0818 3.2003 0.152 -0.569 0.516 0.0487
H -3.9145 5.5299 2.6910 -0.508 0.182 -0.325 0.4592
H -2.5556 -4.5349 3.9501 0.017 -0.040 -0.480 0.2287
H -0.1205 -1.5758 -4.3625 -0.006 0.069 -0.802 0.1248
H -2.8887 -6.3708 5.4337 -0.002 -0.124 -0.186 0.2856
H -5.9664 5.9636 -5.1185 -0.731 -0.383 -0.083 0.2699
H -3.2980 -0.8910 4.1045 0.284 0.156 -0.014 0.3136
H -1.7340 -0.2475 -5.6127 -0.242 0.330 -0.094 0.4844
H -1.2562 -6.0516 6.0899 0.160 -0.113 -0.134 0.2999
H -5.6855 0.5261 0.2386 0.094 -0.053 -0.323 0.1814
H -4.0832 -4.2465 0.9139 -0.457 0.159 0.135 0.3835
H -3.8266 5.7890 -4.6804 0.311 -0.679 0.178 0.2958
H -1.8565 -3.6320 0.6545 -0.042 -0.190 -0.065 0.1334
H 6.3348 1.1361 0.3718 -0.482 0.256 0.011 -0.1145
H -0.3495 -1.0400 0.7124 -0.579 -0.001 0.076 -0.6266
H 4.6442 -3.3511 3.2233 -0.885 0.507 0.349 0.5324
H 4.3523 -0.3662 -0.9325 0.317 -0.230 0.249 -0.3962
H 6.9642 -0.5918 2.6193 -0.335 0.209 0.095 0.2147
H -3.1871 1.1060 0.5690 0.092 0.523 -0.294 0.0994
H -3.1330 -1.1383 -5.0229 -0.004 0.041 0.257 0.3057
H -4.4501 -0.8601 -2.3766 0.000 -0.309 -0.776 0.0709
H 4.9106 -0.7291 -2.5729 -0.132 0.183 -0.019 0.3565
H 7.8794 0.4034 0.4151 0.363 -0.491 -0.168 0.5293
H -4.1252 -2.0433 5.0635 0.209 -0.448 0.285 0.4084
H 2.6032 4.0782 -3.8093 -0.027 0.087 0.361 0.2544
H -0.0097 2.7354 3.8141 -0.249 -0.007 -0.134 0.4303
H 2.9902 0.4232 2.2021 -0.011 -0.385 -0.065 -0.0719
H -3.3377 -3.5355 -1.9425 0.252 -0.204 -0.011 -0.0323
H 4.9617 0.9524 -1.8890 -0.191 0.054 -0.498 0.4075
H -4.5410 -2.7829 -0.0373 0.326 0.433 0.578 0.3713
H 5.5694 -4.0132 2.0759 0.550 0.119 -1.124 0.4727
H 2.1214 3.2344 4.2601 0.876 -0.094 0.956 0.5354
H 2.9465 -2.8240 -3.0716 0.125 -0.537 0.263 0.7884
H 1.5346 -1.9026 -2.7091 -0.612 -0.355 -0.334 -0.7173
H 4.4447 0.1420 3.2195 -0.217 -0.152 -0.181 -0.2443
H 1.1904 0.7218 5.7521 -0.046 -0.198 0.103 0.3203
H 9.0599 2.6096 0.3444 -0.137 -0.418 0.407 0.3049
H 1.3763 0.8565 -4.2207 0.328 0.011 -0.006 -0.1292
H -1.5131 -2.0811 5.3965 0.198 0.074 -0.047 0.4742
H -2.7204 -1.4691 -0.5477 0.339 -0.081 0.328 -0.2549
H -4.3415 -0.1168 -0.7172 0.340 0.102 0.494 0.1701
H 8.6320 3.6087 -0.9858 -0.171 0.045 -0.135 0.2598
H 7.2650 -0.5103 -2.0459 -0.200 0.545 -0.272 0.4804
H 3.7276 -5.2827 1.4777 -0.023 -1.111 -0.181 0.3234
H 7.2364 -2.2723 2.8587 0.213 -0.157 0.638 0.3743
H 1.4088 1.3675 -5.9399 -0.385 -0.547 -0.050 0.4340
H -5.8668 -0.8983 -3.4707 0.308 0.116 0.310 0.1800
```
Positions in Å, forces in eV/Å.

- SMILES = COC[C@H](C)N.COC[C@H](C)N.COC[C@H](C)N.COC[C@H](C)N.COC[C@H](C)N.COC[C@H](C)N.NC(N)=O.CCO.CCO.CCO.CCO.CCO
- total charge = 0
- spin multiplicity = 1
- HOMO level (eV) = -9.0
- HOMO-LUMO gap (Ha) = 0.3475



[2]
Formula: C4H5NO2
Source: the OMol25 dataset
Level of theory: the ωB97M-V functional and the def2-TZVPD basis

XYZ file:
```
12
Properties=species:S:1:pos:R:3:forces:R:3:nbo_charge:R:1
O 2.0292 1.4862 0.4600 -0.029 -0.542 0.061 -0.4957
O 0.8526 -1.8133 -0.0750 -0.075 0.007 -0.006 -0.6444
N -0.3479 0.0466 -0.2612 0.246 -0.349 0.183 -0.2604
C -1.6141 -0.4401 -0.4287 -0.099 0.015 -0.100 -0.3441
C 1.9556 0.2771 0.5180 -0.004 0.388 0.012 0.3457
C -1.4074 0.9995 -0.0350 -0.013 0.419 0.099 -0.2173
C 0.8038 -0.4766 0.0118 -0.309 0.214 -0.102 0.3904
H 2.7447 -0.3579 0.9634 -0.047 0.119 -0.076 0.1379
H -1.4328 1.8218 -0.7479 0.091 -0.112 0.058 0.1988
H -0.0918 -2.0912 0.0203 0.252 -0.148 -0.068 0.4888
H -1.9215 -0.7338 -1.4309 0.026 -0.009 0.134 0.2032
H -1.5701 1.2817 1.0052 -0.039 -0.002 -0.196 0.1970
```
Positions in Å, forces in eV/Å.

- total charge = 0
- spin multiplicity = 1
- HOMO level (spin up / spin down) (eV) = -7.8 / -7.8
- HOMO-LUMO gap (spin up / spin down) (Ha) = 0.2627 / 0.2640



[3]
Formula: C5H10O
Source: the OMol25 dataset
Level of theory: the ωB97M-V functional and the def2-TZVPD basis

XYZ file:
```
16
Properties=species:S:1:pos:R:3:forces:R:3:nbo_charge:R:1
O -2.3043 2.6782 -0.4571 -0.217 -0.769 0.595 -1.3389
C 0.4369 0.4079 2.4038 0.077 0.334 0.621 -0.4115
C 1.2858 -1.5605 -1.6819 -1.292 -1.037 0.707 -0.6943
C 0.6574 -0.5508 -0.7300 -1.433 -0.890 -1.295 -0.2958
C -0.0285 -0.8873 0.3755 1.313 0.536 -0.124 -0.2594
C -0.4267 0.0425 1.4607 -0.055 0.649 -0.467 -0.2254
H -0.1195 -1.9385 0.6392 0.190 -0.101 -0.003 0.1825
H -2.0802 3.4130 -1.0377 0.104 0.115 -0.563 0.3372
H 1.8748 -1.0461 -2.4277 0.676 -0.217 0.072 0.2112
H -1.4048 0.5340 1.4169 -0.025 -0.516 0.284 0.2241
H 0.5565 -2.1686 -2.2413 -0.340 0.682 -0.124 0.2102
H -2.3527 1.8653 -1.0164 0.149 0.609 -0.035 0.3220
H 1.7269 -2.3927 -1.1165 0.916 0.558 -0.144 0.1993
H 0.1516 0.9794 3.2861 -0.327 0.266 -0.366 0.1784
H 0.5186 0.3925 -1.2681 0.402 0.440 1.124 0.1812
H 1.5084 0.2319 2.3947 -0.136 -0.659 -0.283 0.1791
```
Positions in Å, forces in eV/Å.

- total charge = -1
- spin multiplicity = 2
- HOMO level (spin up / spin down) (eV) = 1.2 / -5.9
- HOMO-LUMO gap (spin up / spin down) (Ha) = 0.0991 / 0.3551



What are the energy above the lowest of the compared OMol25 structures with the same formula, charge and spin values for these records? In order: 363.61 444.38 169.17 kJ/mol.